1.
The following is a DFT calculation (the ωB97M-V functional and the def2-TZVPD basis) of a molecular structure, C47H92Br6Hg2N5O5 in a non-equilibrium geometry.

Geometry as ORCA input:
```
! wB97M-V def2-TZVPD RIJCOSX def2/J DEFGRID3
* xyz -1 1
Hg -11.89 3.53 7.73
Hg -10.38 6.88 6.33
Br -12.03 8.58 13.21
Br -8.76 1.75 4.42
Br -13.34 5.93 12.24
Br -10.61 5.84 13.86
Br -7.76 0.07 1.90
Br -8.90 -1.40 4.62
O -9.31 6.92 4.18
O -10.00 4.76 7.49
O -12.39 5.62 6.20
O -11.22 8.78 5.25
O -12.62 1.47 8.45
N -9.14 5.79 8.05
N -9.08 6.86 2.81
N -11.51 1.63 9.34
N -11.09 9.52 6.45
N -13.30 4.59 6.21
C -12.82 2.86 10.95
C -7.90 0.10 3.86
C -13.28 8.88 7.33
C -10.41 0.79 8.90
C -6.77 7.69 3.29
C -10.20 4.71 1.95
C -9.87 10.30 6.54
C -14.60 4.85 6.89
C -11.50 6.82 2.33
C -12.34 10.02 6.98
C -7.39 5.58 6.41
C -9.64 6.12 9.40
C -9.80 11.40 5.44
C -10.67 1.84 11.60
C -7.26 4.09 8.36
C -7.24 6.86 10.02
C -10.66 -0.73 8.95
C -9.90 6.75 0.56
C -6.84 6.55 8.57
C -9.44 1.04 11.25
C -7.70 5.47 7.92
C -9.72 11.08 7.85
C -11.92 1.65 10.75
C -9.93 1.15 7.50
C -15.29 2.56 6.03
C -8.48 6.50 0.09
C -15.54 5.77 6.12
C -15.22 3.49 7.24
C -9.80 4.94 10.36
C -12.10 10.73 8.34
C -8.72 7.18 10.05
C -11.86 3.39 4.61
C -11.01 11.79 8.26
C -7.16 5.34 2.59
C -7.67 6.79 2.48
C -13.09 10.99 6.05
C -9.15 1.09 9.76
C -11.00 6.83 9.27
C -12.67 0.40 11.21
C -8.62 9.41 6.46
C -10.11 6.25 2.03
C -14.00 4.31 3.75
C -14.29 5.50 8.24
C -7.53 7.24 1.01
C -12.30 6.72 13.69
C -13.29 3.75 4.98
C -13.92 2.40 5.44
H -10.48 4.22 9.92
H -10.93 1.66 12.66
H -8.33 0.46 9.41
H -10.44 2.90 11.79
H -6.18 3.99 8.20
H -10.36 5.30 11.23
H -11.28 3.10 5.50
H -5.79 6.23 8.56
H -12.95 8.17 8.11
H -9.66 4.27 1.11
H -7.42 4.63 1.80
H -10.30 11.13 4.51
H -6.91 0.08 4.28
H -6.07 5.28 2.69
H -11.80 6.16 8.96
H -11.53 -0.97 8.34
H -13.16 1.86 6.01
H -12.44 11.72 5.57
H -8.81 2.12 9.61
H -14.14 5.39 3.84
H -7.36 3.90 9.43
H -9.06 7.35 11.07
H -13.72 2.83 10.33
H -10.65 0.94 6.70
H -5.78 7.68 2.83
H -10.54 6.19 -0.13
H -13.05 11.21 8.62
H -13.49 10.40 5.22
H -6.31 5.50 6.24
H -6.92 7.45 7.96
H -14.97 3.85 3.52
H -6.89 6.15 10.78
H -11.89 6.48 3.29
H -13.26 2.92 11.95
H -10.77 -1.11 9.96
H -15.80 5.37 5.13
H -9.61 0.01 11.57
H -10.22 12.35 5.79
H -8.58 9.12 5.41
H -12.00 -0.43 11.46
H -13.96 6.53 8.13
H -11.81 2.63 3.83
H -8.61 8.62 7.22
H -11.25 4.43 1.88
H -9.68 2.22 7.48
H -11.93 10.02 9.16
H -8.57 1.41 11.81
H -13.76 4.84 8.93
H -9.02 0.62 7.24
H -14.62 3.01 8.03
H -10.93 7.66 8.55
H -7.60 4.93 3.50
H -7.87 4.86 5.76
H -7.74 6.56 6.05
H -15.28 5.67 8.70
H -11.32 12.61 7.61
H -11.21 7.23 10.26
H -8.38 7.01 -0.89
H -8.25 5.46 -0.16
H -13.45 8.15 6.53
H -9.47 10.47 8.73
H -16.19 3.63 7.72
H -9.69 4.25 2.80
H -13.39 0.02 10.49
H -8.93 4.43 10.76
H -7.85 8.28 0.89
H -7.20 8.70 3.29
H -12.25 6.50 1.59
H -8.92 11.81 7.76
H -10.96 12.21 9.27
H -14.10 1.81 4.53
H -13.95 11.41 6.57
H -16.02 3.02 5.35
H -15.79 1.61 6.24
H -11.55 7.91 2.29
H -9.78 -1.26 8.58
H -11.27 4.25 4.30
H -13.48 4.16 2.80
H -15.22 6.80 6.04
H -12.93 6.61 14.56
H -7.73 3.27 7.82
H -16.55 5.76 6.56
H -6.49 7.08 0.69
H -7.73 10.02 6.67
H -14.22 9.27 7.74
H -13.11 0.58 12.19
H -6.65 7.75 10.27
H -6.63 7.45 4.34
H -8.88 8.11 9.49
H -10.19 7.80 0.49
H -12.33 3.83 10.78
H -8.76 11.71 5.31
*
```

Computed properties:
* F_max: 0.0511 Eh/bohr
* ΔE to the lowest compared entry with this formula, charge and spin: 0.0 kcal/mol
* frontier orbital gap: 3.860 eV
* DFT total energy: -496513.538 eV



2.
The following is a DFT calculation (the ωB97M-V functional and the def2-TZVPD basis) of C8H14O4 in the gas phase in a non-equilibrium geometry.

Geometry as ORCA input:
```
! wB97M-V def2-TZVPD RIJCOSX def2/J DEFGRID3
* xyz 0 1
O -0.17 -3.27 -0.80
O 1.13 0.93 -1.37
O -2.66 2.14 0.86
O -1.66 1.41 -1.26
C 0.10 -0.21 0.59
C -2.38 0.98 0.00
C 3.62 1.47 0.00
C -0.94 -1.10 -0.24
C 1.44 0.54 -0.12
C 2.48 0.75 0.59
C -1.10 -2.58 -0.02
C -1.50 -0.08 0.71
H 0.53 -0.55 1.47
H -2.28 1.96 -1.93
H 2.52 0.31 1.59
H -1.82 -0.41 1.71
H -0.94 -0.86 -1.37
H -1.90 2.48 1.23
H 3.66 2.40 0.36
H 0.20 0.78 -1.46
H 3.69 1.49 -1.06
H -2.11 -3.11 -0.13
H -0.69 -2.65 1.05
H -3.35 0.61 -0.19
H -0.27 -4.24 -0.63
H 4.41 0.84 0.44
*
```

Computed properties:
* F_max: 0.1552 Eh/bohr
* ΔE to the lowest compared entry with this formula, charge and spin: 137.0 kcal/mol
* frontier orbital gap: 8.952 eV
* SMILES string: C/C=C(\O)[C@@H]1[C@@H](CO)[C@@H]1C(O)O
* DFT total energy: -16708.663 eV